Record 1
The following is a quantum chemistry calculation of a 2-piece molecular cluster, C4H5NO2S overall at a distorted geometry, from the OMol25 dataset.

Geometry as XYZ:
```
13
C4H5NO2S ωB97M-V with the def2-TZVPD basis set
C 2.92134 0.13271 -0.15196
C 0.59409 0.02265 -0.19524
C -0.49670 -1.80498 -0.99128
C -0.77248 0.33289 -0.03552
H 3.19817 -0.83207 0.37331
H 3.51940 1.03210 -0.04240
H 2.88505 -0.12631 -1.35943
H -0.74995 -2.88897 -1.47928
H -0.79446 1.29956 2.60768
N -1.42155 -0.90983 -0.61114
O 1.67126 0.76602 0.17465
O 0.76281 -1.17666 -0.74005
S -1.94109 1.19187 1.05908
```

Computed properties:
net charge: 0
multiplicity: 1
energy relative to the best compared isomer or geometry (same formula, charge and spin): 590.24 kJ/mol
E_HOMO: -0.3031 hartree

=====

Record 2
The following is a quantum chemistry calculation of a 3-piece molecular cluster, C3H9NS overall at a distorted geometry, from the OMol25 dataset.

Geometry as XYZ:
```
14
C3H9NS ωB97M-V with the def2-TZVPD basis set
C 1.99573 -0.77183 -0.57558
C 1.09725 0.24433 0.08204
C -0.17617 -0.01123 0.51854
N -0.77570 0.89794 1.43538
H 1.42129 -1.61780 -1.02135
H 2.58203 -0.22872 -1.32922
H 2.72081 -1.24955 0.13029
H 1.55995 1.18305 0.37049
H -0.82686 -0.90054 0.40132
H -0.72981 1.88827 1.06614
H -1.21655 0.14170 -0.99845
H -1.73515 0.66566 1.58282
S -2.84228 -0.76495 -0.79624
H -3.07452 0.52368 -0.86618
```

Computed properties:
net charge: 0
multiplicity: 1
energy relative to the best compared isomer or geometry (same formula, charge and spin): 315.57 kJ/mol
E_HOMO: -0.3061 hartree

=====

Record 3
The following is a quantum chemistry calculation of C31H28Cl3GeHgN6O5 as an isolated structure, from the OMol25 dataset.

Geometry as XYZ:
```
75
C31H28Cl3GeHgN6O5 ωB97M-V with the def2-TZVPD basis set
Hg 1.62283 0.57831 0.79743
O 1.35291 -3.33688 2.59973
C 1.52903 -2.33803 1.88405
N 1.42740 -1.07321 2.26273
C 1.04489 -0.91513 3.64275
C 0.55897 0.46412 4.01393
C -0.00780 0.67870 5.27156
C -0.45638 1.94176 5.59632
C -0.32690 2.96729 4.66493
C 0.25647 2.66997 3.44861
N 0.68348 1.44636 3.13767
C 1.83791 -2.57305 0.42174
C 2.09453 -3.86612 -0.00919
C 2.27943 -4.08961 -1.36318
C 2.18737 -3.01934 -2.23652
C 1.94974 -1.75725 -1.71582
N 1.79500 -1.54092 -0.41477
H 1.88195 -1.16960 4.30833
H 0.25354 -1.63122 3.89242
H -0.09976 -0.14765 5.96567
H -0.90728 2.13097 6.56289
H -0.66611 3.97168 4.87879
H 0.40181 3.42218 2.68079
H 2.12499 -4.65583 0.72714
H 2.48736 -5.08699 -1.73155
H 2.31896 -3.13639 -3.30371
H 1.90163 -0.89664 -2.36353
C -1.23314 -3.58836 0.15892
O -1.08232 -2.17869 0.13537
C -1.61936 -1.48215 1.16565
C -2.20040 -2.06841 2.28383
C -2.78128 -1.27211 3.26446
C -2.80462 0.10568 3.13363
C -2.21817 0.68928 2.01913
C -1.60807 -0.08877 1.05220
N -0.91456 0.52506 -0.04675
N -1.65495 1.35324 -0.60675
C -1.26863 2.10538 -1.71764
C -0.05230 2.07967 -2.41832
O 0.99498 1.36428 -2.04781
C 0.01758 2.82717 -3.64105
C -1.00489 3.59855 -4.08268
C -2.22283 3.69161 -3.36582
C -3.28751 4.49784 -3.82669
C -4.47007 4.54710 -3.14673
C -4.62303 3.77448 -1.97949
C -3.60753 2.98497 -1.51473
C -2.36256 2.92498 -2.19177
H -0.68844 -4.02858 0.99821
H -0.80646 -3.94591 -0.77492
H -2.29087 -3.86175 0.20666
H -2.19659 -3.14215 2.39977
H -3.21931 -1.74487 4.13484
H -3.25594 0.72589 3.89697
H -2.19517 1.76461 1.89705
H 0.90271 2.72519 -4.25292
H -0.90401 4.13957 -5.01718
H -3.14454 5.07207 -4.73516
H -5.28575 5.16298 -3.50334
H -5.56445 3.79490 -1.44456
H -3.74788 2.38431 -0.62970
Cl 4.04177 0.60493 -1.39660
Ge 2.77406 2.01380 -2.67264
Cl 2.59166 0.52376 -4.51069
Cl 2.09877 2.91260 0.47906
N -0.78938 -0.90996 -3.48584
C -1.99420 -0.33012 -4.06769
C -3.22042 -0.59492 -3.19627
O -4.32615 -0.22612 -3.49657
O -2.95986 -1.27815 -2.08375
H -0.30872 -1.51918 -4.13210
H -1.98546 -1.44129 -2.10382
H -0.11777 -0.21184 -3.18799
H -2.21106 -0.74836 -5.05155
H -1.92493 0.75243 -4.19261
```

Computed properties:
net charge: -1
multiplicity: 1
energy relative to the best compared isomer or geometry (same formula, charge and spin): 5.62 kJ/mol
E_HOMO: -0.2015 hartree

=====

Record 4
The following is a quantum chemistry calculation of a 2-piece molecular cluster, C2H8NO overall at a distorted geometry, from the OMol25 dataset.

Geometry as XYZ:
```
12
C2H8NO ωB97M-V with the def2-TZVPD basis set
N 1.52212 -1.52701 -1.38447
H 1.27263 -2.49634 -1.19491
H 1.70212 -1.32166 -2.42444
H 2.30472 -1.26954 -0.76202
H 0.90748 -0.74617 -0.99599
O 0.15862 0.37707 -0.22491
C -0.92797 0.48756 0.38495
C -1.22500 1.56614 1.37571
H -1.76705 -0.24979 0.23723
H -2.25059 2.17457 1.24633
H -1.34057 0.77684 2.19524
H -0.35654 2.22833 1.54728
```

Computed properties:
net charge: +1
multiplicity: 1
energy relative to the best compared isomer or geometry (same formula, charge and spin): 83.60 kJ/mol
E_HOMO: -0.5457 hartree

=====

Record 5
The following is a quantum chemistry calculation of C9H68CdNO26 as an isolated structure at a distorted geometry, from the OMol25 dataset.

Geometry as XYZ:
```
105
C9H68CdNO26 ωB97M-V with the def2-TZVPD basis set
Cd -11.52140 -21.50510 -18.32893
C -11.13138 -18.99782 -14.83807
C -9.86615 -18.91222 -15.71029
C -8.85907 -18.16856 -14.81964
C -7.38512 -18.30138 -15.16213
C -7.06681 -19.76703 -15.37999
C -8.03391 -20.52710 -16.30309
N -9.41016 -20.29313 -15.89799
O -10.35222 -21.13647 -16.47168
C -7.63284 -22.00050 -16.14837
C -7.71268 -20.09878 -17.79197
C -10.15439 -18.08885 -16.95541
H -11.61556 -18.02095 -14.74360
H -10.98822 -19.27541 -13.79338
H -11.96046 -19.58225 -15.24282
H -8.97978 -18.47367 -13.77531
H -9.16182 -17.11711 -14.76113
H -6.76960 -17.85369 -14.37832
H -7.10928 -17.70435 -16.04289
H -7.13097 -20.19339 -14.36927
H -6.02386 -19.95297 -15.65088
H -7.48286 -22.21084 -15.08913
H -6.80007 -22.34593 -16.76218
H -8.38032 -22.74842 -16.44471
H -8.27476 -20.84206 -18.35955
H -6.65178 -20.20239 -18.01963
H -8.00238 -19.06254 -17.95186
H -10.44629 -18.69684 -17.81810
H -9.33520 -17.48961 -17.35853
H -10.89350 -17.31803 -16.73820
O -3.94301 -15.91994 -13.53189
H -4.68980 -16.42996 -13.86023
H -3.63719 -15.42279 -14.29880
O -7.19628 -23.23868 -19.31335
H -6.36355 -23.07188 -19.77728
H -7.06342 -24.09056 -18.87153
O -11.95231 -18.96565 -10.82116
H -12.29892 -18.08002 -10.98612
H -11.17312 -18.82683 -10.26574
O -12.44338 -22.87437 -16.98009
H -12.35721 -22.90169 -15.99336
H -12.67626 -23.77350 -17.24485
O -8.00882 -16.82168 -19.68196
H -8.11017 -17.77402 -19.82110
H -8.32710 -16.41095 -20.50006
O -7.48511 -14.88505 -15.76355
H -8.19500 -15.49183 -16.00255
H -6.80914 -15.02137 -16.44958
O -9.09984 -25.65200 -16.28486
H -9.67023 -25.92474 -17.01062
H -9.70191 -25.50101 -15.54100
O -5.98848 -15.73709 -18.06494
H -5.41587 -15.22663 -18.65268
H -6.71198 -16.06271 -18.63460
O -9.33515 -20.00715 -10.72570
H -8.36816 -20.09807 -10.86320
H -9.71834 -20.23032 -11.57971
O -10.02978 -22.86521 -19.12489
H -10.29002 -23.71533 -19.50485
H -9.06327 -22.92463 -18.99951
O -6.69296 -19.65413 -11.14640
H -6.46278 -19.24277 -11.98776
H -5.91872 -20.18007 -10.91120
O -12.79118 -19.95725 -17.58057
H -12.79775 -19.39525 -16.78415
H -13.51386 -19.61961 -18.12952
O -7.12178 -25.20755 -14.31671
H -7.80407 -24.97756 -14.96364
H -6.30425 -25.24425 -14.82341
O -8.59731 -21.23270 -21.23098
H -8.83647 -21.37428 -22.15597
H -8.36128 -22.11067 -20.90047
O -8.20716 -15.10484 -12.86404
H -9.15420 -15.24580 -12.96080
H -7.85421 -15.13021 -13.76841
O -12.16753 -22.03917 -14.28097
H -11.75220 -21.30481 -14.76262
H -12.72136 -21.61340 -13.57737
O -9.70594 -15.16171 -18.21100
H -9.18268 -15.81516 -18.71510
H -10.61255 -15.28188 -18.51609
O -9.44789 -21.90061 -13.42079
H -10.38909 -21.79251 -13.23763
H -9.37849 -21.72189 -14.37964
O -12.46735 -15.54970 -14.77198
H -13.09498 -14.81654 -14.71315
H -11.70371 -15.18166 -15.24016
O -4.07692 -17.58917 -17.12307
H -4.76109 -17.16359 -17.67127
H -4.56297 -18.04087 -16.42497
O -13.52216 -17.57323 -16.48369
H -13.18146 -16.84184 -15.92556
H -14.12336 -18.05962 -15.90835
O -13.53789 -20.41368 -12.64961
H -14.32521 -19.86876 -12.74208
H -12.95181 -19.93575 -12.02393
O -10.77334 -20.14544 -19.74908
H -9.87617 -20.29100 -20.12719
H -11.15109 -19.42387 -20.26810
O -4.05922 -22.17570 -17.83620
H -3.62060 -21.32489 -17.70748
H -4.96211 -21.94535 -18.08062
O -7.63505 -22.58286 -11.34783
H -7.97006 -22.15510 -12.15257
H -6.84357 -22.09554 -11.12049
```

Computed properties:
net charge: +1
multiplicity: 1
energy relative to the best compared isomer or geometry (same formula, charge and spin): 93.60 kJ/mol
E_HOMO: -0.3450 hartree

=====

Record 6
The following is a quantum chemistry calculation of C4H7FN2S as an isolated structure at a distorted geometry, from the OMol25 dataset.

Geometry as XYZ:
```
15
C4H7FN2S ωB97M-V with the def2-TZVPD basis set
C -3.27024 -0.45461 0.01028
C -1.95857 0.32905 0.03928
C -0.73993 -0.36120 0.05378
C 0.55357 0.28287 0.29849
H -3.90906 -0.18488 -0.85170
H -4.06114 -0.25067 0.86566
H -3.12360 -1.50249 -0.12843
H -1.27972 2.08787 0.42328
H -2.87924 2.13129 0.14094
H 0.45185 1.42787 0.67009
H 3.79061 -0.75471 1.29771
N -1.97674 1.69089 -0.20798
N 1.65159 -0.41906 -0.11674
F -0.71072 -1.67610 -0.06229
S 3.26086 0.27820 -0.12469
```

Computed properties:
net charge: 0
multiplicity: 1
energy relative to the best compared isomer or geometry (same formula, charge and spin): 424.42 kJ/mol
E_HOMO: -0.3002 hartree

=====

Copy entry 1 word for word.
The following is a quantum chemistry calculation of a 2-piece molecular cluster, C4H5NO2S overall at a distorted geometry, from the OMol25 dataset.

Geometry as XYZ:
```
13
C4H5NO2S ωB97M-V with the def2-TZVPD basis set
C 2.92134 0.13271 -0.15196
C 0.59409 0.02265 -0.19524
C -0.49670 -1.80498 -0.99128
C -0.77248 0.33289 -0.03552
H 3.19817 -0.83207 0.37331
H 3.51940 1.03210 -0.04240
H 2.88505 -0.12631 -1.35943
H -0.74995 -2.88897 -1.47928
H -0.79446 1.29956 2.60768
N -1.42155 -0.90983 -0.61114
O 1.67126 0.76602 0.17465
O 0.76281 -1.17666 -0.74005
S -1.94109 1.19187 1.05908
```

Computed properties:
net charge: 0
multiplicity: 1
energy relative to the best compared isomer or geometry (same formula, charge and spin): 590.24 kJ/mol
E_HOMO: -0.3031 hartree

=====

Please write out number 2 again, unchanged.
The following is a quantum chemistry calculation of a 3-piece molecular cluster, C3H9NS overall at a distorted geometry, from the OMol25 dataset.

Geometry as XYZ:
```
14
C3H9NS ωB97M-V with the def2-TZVPD basis set
C 1.99573 -0.77183 -0.57558
C 1.09725 0.24433 0.08204
C -0.17617 -0.01123 0.51854
N -0.77570 0.89794 1.43538
H 1.42129 -1.61780 -1.02135
H 2.58203 -0.22872 -1.32922
H 2.72081 -1.24955 0.13029
H 1.55995 1.18305 0.37049
H -0.82686 -0.90054 0.40132
H -0.72981 1.88827 1.06614
H -1.21655 0.14170 -0.99845
H -1.73515 0.66566 1.58282
S -2.84228 -0.76495 -0.79624
H -3.07452 0.52368 -0.86618
```

Computed properties:
net charge: 0
multiplicity: 1
energy relative to the best compared isomer or geometry (same formula, charge and spin): 315.57 kJ/mol
E_HOMO: -0.3061 hartree